Below is C10H10BeClI as an isolated structure in a non-equilibrium geometry, with properties calculated with ωB97M-V/def2-TZVPD.

As for the max |F|: 0.0316 hartree/bohr. As for the net charge: -2. The LUMO energy comes out at 5.0248 eV.

Each line ends with the natural charge from an NBO analysis.
Positions of all 23 atoms, in Å:
C 2.88532 -0.34506 -0.70112  -0.668
C 1.83038 0.60535 -1.02764  -0.373
C 0.70842 -0.12429 -1.47894  -0.269
H 1.92286 1.69351 -1.02961  0.211
C 1.00834 -1.50928 -1.41427  -0.327
C 2.33235 -1.66694 -0.91993  -0.363
H 2.88105 -2.60451 -0.82114  0.206
H 3.94698 -0.13288 -0.57375  0.227
H -0.22867 0.29586 -1.84753  0.231
H 0.32667 -2.30580 -1.70141  0.201
Be 2.11161 -0.51555 0.97129  1.447
Cl 2.90035 0.75671 2.06516  -0.808
C -2.22487 0.64535 1.86420  -0.364
C -2.67290 -0.32339 0.90701  -0.356
C -2.63986 0.28256 -0.38307  -0.377
H -2.96106 -1.35198 1.11879  0.175
C -2.23765 1.64616 -0.21783  -0.382
C -1.95840 1.86433 1.16497  -0.368
H -1.58821 2.79289 1.59428  0.170
H -2.09506 0.46801 2.92826  0.177
H -2.86600 -0.21515 -1.32560  0.168
H -2.18298 2.39679 -1.00636  0.165
I 0.80132 -2.35270 1.83425  -0.724

---

Below is C10H10BrClEuO4 as an isolated structure in a non-equilibrium geometry, with properties calculated with ωB97M-V/def2-TZVPD.

As for the max |F|: 0.0739 hartree/bohr. The spin multiplicity is 8. The relative energy (zero: lowest compared OMol25 entry of this formula, charge and spin) comes out at 212.1 kJ/mol. As for the net charge: -2. The LUMO energy (alpha / beta) comes out at 4.8561 / 4.8517 eV. As for the expectation value of S²: 15.7596.

Each line ends with the Mulliken spin population.
Positions of all 27 atoms, in Å:
C -1.43856 -0.89639 -2.06277  -0.003
C -1.59771 -1.95074 -1.10822  -0.007
C -2.40264 -1.44971 -0.03254  0.017
H -1.23843 -2.97431 -1.25613  0.000
C -2.73049 -0.07628 -0.34199  -0.005
C -2.14477 0.25071 -1.59345  -0.002
H -2.19962 1.21804 -2.12479  0.000
H -0.92015 -0.98772 -3.03256  0.000
H -2.82967 -2.04236 0.76764  -0.003
H -3.30897 0.61663 0.29798  0.000
Eu 0.06735 -1.13605 1.70691  7.009
Br 1.41160 -3.32425 0.49626  -0.011
C 2.45654 1.42195 -0.01465  0.001
C 1.58121 2.18661 -0.88027  -0.001
C 1.32641 1.40899 -2.04549  -0.001
H 1.13159 3.16552 -0.65318  0.000
C 2.04221 0.17445 -1.91750  -0.001
C 2.72273 0.18174 -0.65635  0.002
H 3.34775 -0.63292 -0.29142  0.000
H 2.82358 1.73606 0.96062  0.000
H 0.68445 1.68174 -2.88899  0.000
H 2.07749 -0.63375 -2.65610  0.000
O -0.85522 -0.87568 3.90885  0.006
Cl -0.17289 0.44609 3.92890  -0.012
O -0.62481 1.36784 4.92623  0.004
O 1.22246 0.04345 3.97668  0.007
O -0.43145 1.08035 2.58632  0.002

---

Below is one molecule with the formula C10H10BrNO2 in a non-equilibrium geometry, with properties calculated with ωB97M-V/def2-TZVPD.

As for the structure (SMILES): [O-][N+]1=C(CBr)[C@@H](c2ccccc2)CO1. As for the max |F|: 0.0768 hartree/bohr. The relative energy (zero: lowest compared OMol25 entry of this formula, charge and spin) comes out at 129.6 kJ/mol. The LUMO energy comes out at -0.0146 eV.

Each line ends with the natural charge from an NBO analysis.
Positions of all 24 atoms, in Å:
O -2.05846 -0.39954 3.20192  -0.396
N -1.44646 -0.55926 2.18040  0.386
C -1.33674 0.10974 1.05377  0.075
C -2.17837 1.28270 0.91166  -0.427
Br -3.87744 0.89385 -0.21548  -0.086
C -0.76293 -0.99697 -0.17874  -0.224
C 0.49894 -0.21965 -0.57794  -0.039
C 0.44487 0.47356 -1.78523  -0.228
C 1.51574 1.17525 -2.24325  -0.192
C 2.66980 1.35730 -1.40591  -0.217
C 2.77771 0.53648 -0.29234  -0.202
C 1.69208 -0.27053 0.10010  -0.216
C -0.61658 -2.27083 0.70490  -0.090
O -0.58832 -1.72182 2.08479  -0.400
H -1.55180 2.01076 0.39508  0.236
H -2.52327 1.71149 1.87729  0.262
H -1.53210 -1.20957 -0.94469  0.248
H -0.40402 0.50037 -2.46086  0.219
H 1.38900 1.71961 -3.22336  0.218
H 3.50374 1.98601 -1.66689  0.219
H 3.60089 0.47247 0.38347  0.217
H 1.80590 -0.92308 0.98133  0.220
H -1.42148 -2.96346 0.61947  0.202
H 0.39931 -2.69489 0.50052  0.213

---

Below is C10H10Cl2Rh as an isolated structure in a non-equilibrium geometry, with properties calculated with ωB97M-V/def2-TZVPD.

As for the max |F|: 0.2577 hartree/bohr. The spin multiplicity is 5. The relative energy (zero: lowest compared OMol25 entry of this formula, charge and spin) comes out at 6.3 kJ/mol. As for the net charge: -1. The LUMO energy (alpha / beta) comes out at 3.6193 / 1.5599 eV. As for the expectation value of S²: 6.0271.

Each line ends with the Mulliken spin population.
Positions of all 23 atoms, in Å:
C -0.96859 3.22478 -0.18857  0.181
C -0.16915 2.26989 -0.92376  0.105
C 0.89645 1.86450 -0.06486  0.109
H -0.34969 1.87755 -1.92938  0.025
C 0.78952 2.57778 1.16782  0.130
C -0.37146 3.41070 1.09301  0.107
H -0.68789 4.09420 1.88151  0.026
H -1.87351 3.69508 -0.56277  0.008
H 1.68306 1.17762 -0.31184  0.004
H 1.47485 2.49523 2.00517  0.009
Rh -0.83337 1.50191 0.77770  1.900
Cl -3.12554 1.05789 0.97728  0.222
C -0.63484 -3.18605 -0.00443  0.171
C 0.64668 -3.01520 0.60613  0.371
C 1.57529 -2.64326 -0.40722  -0.088
H 0.87506 -3.13538 1.67024  0.007
C 0.86742 -2.56665 -1.65318  0.382
C -0.50503 -2.90485 -1.39158  0.081
H -1.30204 -2.95738 -2.13427  0.000
H -1.55524 -3.45853 0.51853  0.004
H 2.63841 -2.45769 -0.25961  0.001
H 1.29642 -2.32582 -2.61754  0.021
Cl -0.36678 -0.59633 1.75160  0.226

---

Below is C10H10ClF5OTeTi as an isolated structure in a non-equilibrium geometry, with properties calculated with ωB97M-V/def2-TZVPD.

As for the max |F|: 0.0419 hartree/bohr. The spin multiplicity is 2. The relative energy (zero: lowest compared OMol25 entry of this formula, charge and spin) comes out at 306.1 kJ/mol. As for the net charge: -1. The LUMO energy (alpha / beta) comes out at 0.1707 / -0.3674 eV. As for the expectation value of S²: 0.7571.

Each line ends with the Mulliken spin population.
Positions of all 29 atoms, in Å:
C -0.65669 1.72601 2.65429  -0.003
C -1.30491 1.94694 1.38948  0.001
C -0.27497 2.14127 0.37980  -0.004
H -2.37476 1.98568 1.21754  0.000
C 1.00736 2.03306 1.03488  0.009
C 0.76974 1.78064 2.43484  -0.007
H 1.52096 1.66377 3.20002  -0.002
H -1.14065 1.56213 3.60836  0.000
H -0.43939 2.31379 -0.67559  0.001
H 1.97425 2.12135 0.56133  0.003
Ti 0.12228 -0.05066 1.26643  0.082
Cl -0.09531 -1.49619 2.83071  -0.004
C -1.97406 -2.37273 -3.45564  -0.001
C -1.01494 -1.56197 -4.16617  0.000
C -1.62970 -0.28714 -4.44713  -0.001
H -0.01489 -1.85896 -4.44561  0.000
C -2.96926 -0.31026 -3.91049  -0.002
C -3.18186 -1.59943 -3.29782  0.000
H -4.08881 -1.92911 -2.81292  0.000
H -1.81792 -3.38343 -3.10934  0.000
H -1.17115 0.53735 -4.97365  0.000
H -3.68885 0.49403 -3.96485  0.000
F 4.44365 -0.91459 4.13101  0.042
Te 3.22220 -0.81395 2.65319  0.448
F 4.58031 -1.29645 1.39384  0.090
F 3.71318 1.07956 2.43383  0.094
F 2.74423 -2.64486 2.90987  0.091
F 1.99050 -0.27203 4.10636  0.093
O 1.74947 -0.59384 1.05344  0.068

---

Below is C10H10ClFNd as an isolated structure in a non-equilibrium geometry, with properties calculated with ωB97M-V/def2-TZVPD.

As for the max |F|: 0.0648 hartree/bohr. The spin multiplicity is 4. The relative energy (zero: lowest compared OMol25 entry of this formula, charge and spin) comes out at 0.0 kJ/mol. As for the net charge: -1. The LUMO energy (alpha / beta) comes out at 3.0288 / 3.0285 eV. As for the expectation value of S²: 3.7531.

Each line ends with the Mulliken spin population.
Positions of all 23 atoms, in Å:
C 2.52419 0.05326 -1.47733  0.000
C 2.05789 1.23840 -0.83324  -0.010
C 0.82570 1.61036 -1.43529  0.001
H 2.59389 1.79214 -0.05896  0.002
C 0.50301 0.65753 -2.43749  -0.009
C 1.55639 -0.30213 -2.47143  0.001
H 1.63070 -1.14057 -3.18079  0.002
H 3.45828 -0.47872 -1.27533  0.002
H 0.24531 2.52595 -1.20023  0.000
H -0.35514 0.70586 -3.10897  0.001
Nd 0.51232 -0.87222 -0.09269  3.017
Cl 1.86731 -1.63270 1.84777  -0.005
C -2.09764 0.12217 2.14835  0.000
C -2.71613 0.51127 0.89467  -0.002
C -2.04304 1.69885 0.43629  0.000
H -3.52639 -0.00113 0.38896  0.000
C -1.01935 2.02282 1.38826  -0.001
C -1.04425 1.05989 2.44308  0.000
H -0.38100 1.01425 3.29225  0.000
H -2.39919 -0.72079 2.75561  0.000
H -2.27225 2.24292 -0.47574  0.000
H -0.34477 2.87793 1.32442  0.001
F -0.67130 -2.38299 -0.77511  0.003

---

Number 1: E_tot -31558.532 eV. Number 2: E_tot -120609.356 eV. Number 3: E_tot -86155.001 eV. Number 4: E_tot -38581.641 eV. Number 5: E_tot -69099.043 eV. Number 6: E_tot -41053.646 eV.